Entry 1:
10
Properties=species:S:1:pos:R:3:forces:R:3:mulliken_charge:R:1 method="wB97M-V/def2-TZVPD" multiplicity=2 charge=+2 lumo_energy_ev="-11.2 / -11.2" total_energy_ev=-26937.504 relative_energy_ev=0.000 homo_ev="-16.0550 / -16.0711"
Sc 3.4449 -0.9445 1.6796 -1.104 0.177 -0.605 1.67
O 1.5299 -1.0360 0.5609 3.632 -1.900 0.320 -0.47
C 0.4905 -0.1470 0.5194 -2.607 1.861 0.517 -0.04
C 0.0111 0.3764 -0.6143 -0.209 -0.431 -0.351 -0.35
C -2.5219 1.0846 -0.7341 1.302 0.174 0.098 0.28
C -1.3296 0.8614 -0.6993 -0.752 0.271 0.295 -0.59
H 1.3238 -1.8643 0.0813 -0.155 0.341 0.002 0.35
H -3.5525 1.3876 -0.7433 0.188 -0.190 -0.096 0.43
H 0.0247 -0.0161 1.4963 -0.127 -0.156 -0.337 0.41
H 0.5791 0.2978 -1.5466 -0.168 -0.147 0.158 0.32

Entry 2:
9
Properties=species:S:1:pos:R:3:forces:R:3:mulliken_charge:R:1 method="wB97M-V/def2-TZVPD" multiplicity=1 charge=0 lumo_energy_ev=-0.4 total_energy_ev=-15045.203 relative_energy_ev=2.477 homo_ev=-8.6126
S 1.9324 1.6960 0.5246 -2.066 -0.786 -0.040 -0.25
C 0.5091 0.8534 0.3109 1.600 0.647 -0.038 -0.05
C -0.6132 -0.6043 -0.5197 0.309 -1.069 -0.433 -0.23
C 0.1162 -0.5562 0.8410 -0.831 -0.024 -0.830 -0.33
C -0.4086 0.6759 -0.8171 -0.232 -0.924 1.160 -0.37
H 1.0602 -1.1034 0.9005 -0.570 -0.595 0.680 0.24
H -0.8338 1.1205 -1.6422 -0.158 1.823 -1.612 0.45
H -1.0468 -1.3961 -1.1814 0.379 0.601 1.028 0.32
H -0.7156 -0.6858 1.5834 1.570 0.326 0.084 0.23

Entry 3:
10
Properties=species:S:1:pos:R:3:forces:R:3:mulliken_charge:R:1 method="wB97M-V/def2-TZVPD" multiplicity=1 charge=0 lumo_energy_ev=0.0 total_energy_ev=-25880.698 relative_energy_ev=2.024 homo_ev=-9.3609
S 1.1275 -0.1291 3.3210 0.262 0.100 -0.039 -0.28
S -1.5978 -0.5217 1.9531 -0.794 -0.107 -0.330 -0.29
C -1.1926 0.2322 -1.2454 -0.913 1.376 -1.234 -0.78
C -0.2257 -0.3067 2.5913 0.514 -0.042 0.582 0.56
C 1.3203 0.0079 -0.9496 5.338 -0.588 -0.738 -0.53
C 0.0683 0.0902 -1.1324 -0.090 -0.350 0.102 0.35
H 1.8461 0.2781 -0.0075 -0.842 0.028 -0.580 0.18
H -1.5643 1.1012 -1.7566 -0.054 0.607 0.064 0.21
H 2.1687 -0.3100 -1.7529 -2.596 0.478 1.667 0.19
H -1.9505 -0.4421 -1.0209 -0.824 -1.502 0.505 0.39

Entry 4:
10
Properties=species:S:1:pos:R:3:forces:R:3:mulliken_charge:R:1 method="wB97M-V/def2-TZVPD" multiplicity=1 charge=0 lumo_energy_ev=-0.4 total_energy_ev=-25880.123 relative_energy_ev=2.599 homo_ev=-8.6284
S 1.0988 -1.4815 0.1159 -0.034 -0.397 0.253 -0.19
S -3.1782 -0.7481 0.2575 0.084 -0.156 -0.803 -0.24
C -1.7143 -0.8826 -0.3596 1.727 1.786 6.180 -0.26
C 0.3157 0.7379 0.1822 0.078 0.786 -1.791 -0.54
C -0.3491 -0.4948 0.6713 -2.598 -0.421 -0.329 -0.07
C 1.3944 0.1692 -0.3693 0.047 0.684 0.536 -0.24
H -1.2609 -1.2202 -1.2014 0.526 -0.940 -3.070 0.39
H 2.2282 0.6173 -0.8602 0.455 -0.068 -0.454 0.41
H -0.5201 -0.4694 1.7860 -0.337 -0.557 -1.282 0.44
H -0.0464 1.7582 -0.0475 0.052 -0.716 0.760 0.30

Entry 5:
97
Properties=species:S:1:pos:R:3:forces:R:3:mulliken_charge:R:1 method="wB97M-V/def2-TZVPD" multiplicity=1 charge=-1 lumo_energy_ev=1.3 total_energy_ev=-79452.561 relative_energy_ev=0.108 homo_ev=-7.0169
O -3.7065 -0.0129 -0.0214 -0.577 -0.278 -0.497 -0.29
O -0.4105 0.7261 -5.1144 -1.898 0.952 -0.135 -0.69
O 3.6265 -0.1389 -2.9124 0.609 0.059 0.275 -0.61
O -2.1675 -0.8189 2.4426 3.102 -0.820 -3.186 -0.62
O -3.6755 -2.1769 -1.6284 -0.818 -0.249 1.468 -0.74
O 2.5295 1.7731 2.4916 -0.465 0.776 0.130 -0.82
O -2.2925 0.0851 5.8196 -0.358 -0.594 -1.553 -0.70
O -0.1085 -5.0379 -1.5904 -1.920 -0.667 0.872 -0.71
O -0.7715 0.2301 1.1116 2.062 2.150 -1.044 1.46
O -2.2005 0.7171 -3.0484 -0.520 -0.014 -2.455 -0.89
O 0.9095 1.9331 -2.5924 0.338 -1.374 2.317 -0.19
O -0.2515 3.3631 0.4346 0.113 0.009 -1.539 -0.42
O 1.0505 -0.4649 3.3426 -0.141 -1.167 0.140 -0.74
O 0.7995 -1.2829 -3.4144 0.313 0.889 2.474 -0.66
O -2.1585 -4.3119 2.9446 0.132 -1.168 -0.552 -0.66
O 3.8405 2.6051 -3.0504 -0.045 0.057 -0.001 -0.61
O 2.0395 4.1841 -1.4554 -1.794 1.609 0.956 -0.65
O -1.4695 -2.9879 0.7356 -0.614 0.698 -1.070 -0.88
O 1.4205 0.1201 0.2146 -1.459 -3.510 2.785 1.86
O -4.7035 -2.8849 1.6696 -0.117 -0.965 -0.282 -0.64
O 2.4345 -2.3299 -1.3664 1.349 -1.385 1.044 -0.89
O -0.3815 -1.4949 -0.3854 2.612 2.273 -3.644 0.70
O -3.1515 1.7541 2.4396 -0.179 -0.312 -0.523 -0.84
O 1.2085 3.5931 -4.6404 -0.105 0.940 -0.975 -0.67
O 2.8245 4.1441 1.3456 -0.349 1.046 -0.122 -0.65
O 4.0285 -0.4479 1.6026 -0.415 0.906 2.681 -0.73
O 1.9045 -2.4699 1.5136 0.037 -0.525 -0.382 -0.82
O -3.4125 -2.0449 4.2886 -0.517 1.482 1.936 -0.87
O -1.4985 -3.1709 -2.8864 -0.836 0.524 -0.514 -0.86
O -0.2145 0.8601 -1.1064 -6.325 -2.728 1.415 0.63
O -0.6345 2.2581 2.8486 1.163 -0.897 -1.084 -0.86
O 4.9685 2.9261 -0.0524 0.240 0.064 -0.820 -0.77
O 3.0135 1.3011 -0.6764 -1.092 -0.425 0.051 -0.75
O 4.8265 -1.4529 -0.8704 2.002 -0.073 0.900 -0.83
O -2.9955 2.7921 -0.2814 -0.673 0.047 -0.786 -0.82
O -5.1365 -0.3179 2.7776 3.502 0.659 0.930 -0.66
C 1.8575 0.9171 -0.6284 6.629 2.320 -0.260 0.90
C -1.3895 -0.8009 1.4506 -6.289 1.425 6.282 0.28
C -1.1995 -1.8099 0.4796 -0.986 -6.993 2.660 0.46
C 0.8345 1.3151 -1.5104 1.452 4.502 -7.104 -0.70
B 0.0095 -0.1169 -0.0654 0.396 1.428 0.308 -1.04
H 4.1725 -0.9289 -2.9754 -0.152 -0.045 -0.228 0.34
H 0.2735 3.5351 -4.7984 -0.723 0.177 -0.872 0.29
H -4.7525 -1.2029 2.8086 0.374 0.050 0.315 0.18
H -2.1465 -5.1979 2.5376 -0.109 0.260 0.659 0.30
H -0.9615 -3.8589 -2.4874 0.812 0.186 0.028 0.53
H -3.1775 0.7821 2.4066 -0.442 0.600 0.243 0.20
H -1.0475 -5.1219 -1.2424 1.559 -0.040 -0.505 0.35
H -1.9165 -0.3759 6.5736 -0.150 -0.426 -0.352 0.27
H -3.6715 -0.7569 -0.6564 0.108 0.087 0.260 0.08
H 1.1805 3.1821 -3.7964 0.992 -0.891 1.311 0.37
H -2.2025 1.9531 2.3666 -0.581 0.170 0.366 0.46
H -0.2925 1.3871 2.5146 -0.427 1.194 0.669 0.20
H 3.9795 -1.6799 -1.2394 -1.228 -0.005 -0.509 0.52
H 2.9185 1.0881 1.9666 0.972 -1.013 -0.556 0.22
H -0.1965 3.1241 1.3516 -0.064 -0.107 1.256 0.18
H -2.0065 0.9281 -2.1704 0.407 0.257 2.731 0.23
H 2.3735 5.0051 1.4126 0.226 -0.609 0.251 0.27
H -2.5685 -0.5829 5.0976 0.515 1.260 2.287 0.28
H -4.6505 0.2321 -0.0494 0.660 0.084 0.447 0.29
H -0.8155 0.7661 -4.2054 0.470 -0.330 -0.769 0.28
H -4.1355 -2.5599 0.9636 0.060 0.304 -0.115 0.28
H 3.8425 1.7081 -2.6824 -0.200 0.033 -0.143 0.29
H 5.1115 -0.5769 -1.1354 -0.298 0.139 -0.153 0.31
H 4.7445 2.8861 -2.9264 0.397 0.348 0.043 0.32
H 0.7555 -0.4149 -3.7894 -0.237 1.295 -0.286 0.04
H 2.2925 -2.2789 -0.4034 -0.417 0.107 -0.175 0.48
H -3.9345 -1.6259 -2.3464 -0.181 0.511 -1.140 0.32
H 1.4805 0.2781 2.9266 0.482 1.267 -0.336 0.12
H -1.1555 1.1461 -5.6404 1.566 -0.905 0.608 0.31
H -3.1455 2.0331 0.2996 0.004 0.155 0.279 0.33
H 4.1745 -0.7249 0.7266 0.432 -1.001 -2.051 0.33
H -1.8875 -3.7949 2.1666 -0.185 0.608 0.212 0.40
H 5.1475 2.6161 0.8216 0.408 -0.004 1.108 0.37
H -2.2145 1.6081 -3.4224 -0.476 -0.013 -0.045 0.38
H 1.7945 -1.8419 -1.8414 -1.277 0.813 -0.710 0.25
H 1.6925 -0.7399 4.0066 -0.199 0.067 0.226 0.29
H -5.9795 -0.5079 2.5416 -4.185 -0.554 -1.154 0.28
H 4.3265 2.2641 -0.3374 -0.069 0.155 -0.307 0.51
H -0.2685 4.3191 0.3976 0.076 0.160 0.069 0.23
H 2.6855 2.5891 1.9536 -0.470 -0.121 0.784 0.39
H -2.8365 -2.5669 -1.8664 0.898 -0.455 -0.722 0.32
H 1.2305 -3.1639 1.5576 0.131 0.338 0.265 0.25
H -0.5015 2.2351 3.7846 0.048 -0.010 0.980 0.29
H -0.9435 -2.3959 -3.0444 0.176 -0.130 0.251 0.25
H 1.6255 -1.7379 2.0916 -0.382 0.009 0.140 0.22
H 0.7175 -1.8059 -4.1594 -0.177 -2.053 -2.413 0.34
H -4.6165 -3.8519 1.5886 -0.046 0.584 0.220 0.30
H 2.6785 3.6331 -1.8794 0.618 -0.918 -1.330 0.40
H -2.7515 -1.7649 3.6776 0.716 0.255 -1.056 0.55
H 3.7535 -1.2189 2.1126 0.208 -0.016 -0.388 0.27
H 0.3855 -5.0079 -0.7664 0.358 0.254 -0.033 0.30
H 2.7435 3.9701 0.3956 0.050 0.002 -0.326 0.30
H -2.0495 2.8871 -0.3434 0.660 0.108 0.363 0.38
H 2.9625 -0.1849 -3.5864 -0.427 -0.130 -0.689 0.19
H 1.1765 4.1961 -1.9354 1.563 -0.364 0.462 0.27
H -3.5915 -2.9089 4.0226 -0.406 -2.371 -0.567 0.31

Entry 6:
35
Properties=species:S:1:pos:R:3:forces:R:3:mulliken_charge:R:1 method="wB97M-V/def2-TZVPD" multiplicity=1 charge=-2 lumo_energy_ev=4.9 total_energy_ev=-68502.800 relative_energy_ev=15.959 homo_ev=-1.1498
Sn 1.3413 -0.2296 -0.4965 8.242 -0.978 0.161 0.11
F -0.6900 -2.0335 0.9433 -12.414 -0.347 6.295 -0.07
F 1.2595 0.6598 2.7868 4.430 5.286 0.612 -0.39
F 2.2247 -3.4499 0.6066 1.597 -3.579 2.459 -0.41
F -0.8396 2.2870 -3.8401 0.799 -0.458 -0.215 -0.31
F 1.6148 -2.8722 -1.1757 1.755 -0.255 -4.351 -0.29
F 0.9860 -1.7818 1.1283 9.964 1.338 1.172 0.59
F -0.8069 0.0682 -3.9897 -0.049 0.714 -0.207 -0.16
F -0.4161 0.1775 0.5537 -0.167 -1.905 1.521 1.85
F 2.9509 -2.0451 2.2259 1.118 -0.987 2.340 -0.39
F -0.2424 -3.2558 -2.3104 -0.926 -0.896 -1.625 -0.43
F 0.0004 -0.5935 2.6352 -6.394 -4.171 -0.615 -0.28
F 2.7713 -0.0026 1.3396 0.119 4.693 1.793 -0.24
F 2.9599 -1.4389 0.1178 3.900 -3.307 -3.256 -0.21
F -2.5741 1.1766 -3.5246 -3.649 -0.411 -1.262 -0.28
F -2.0868 -0.4058 1.8249 -1.650 -1.538 2.158 -0.42
F -0.0482 -1.8441 -0.6749 -2.374 2.424 -3.635 0.25
F 0.6635 -1.1710 -2.5209 1.450 -0.485 -3.532 -0.29
F 2.7993 2.1469 2.0811 1.266 1.282 0.147 -0.41
F 1.1635 1.5980 0.7280 2.160 1.649 -0.966 -0.23
O -2.1448 1.5588 -1.0816 2.164 -0.568 -3.904 -0.33
O -0.0864 0.5238 -1.3489 -8.413 6.020 -7.384 -0.42
C -1.1002 1.0479 -1.7765 -0.569 0.001 0.815 0.48
C -1.3181 1.1076 -3.3600 1.682 0.935 2.607 0.63
C -2.2907 1.4147 0.3108 -0.832 0.991 1.459 -0.12
C -1.2651 2.1981 1.1373 -1.953 0.594 -0.317 -1.26
B 0.5407 -2.2884 -1.7453 -0.012 -3.815 -1.747 0.06
B -0.7946 -0.7212 1.4712 0.424 -4.675 4.667 -0.28
B 2.0127 1.0909 1.7145 1.020 0.057 4.276 0.26
B 2.3257 -2.1937 1.0532 -0.548 -1.557 1.196 -0.61
H -0.2364 1.8603 1.0118 -2.004 1.544 0.454 0.25
H -3.2877 1.8137 0.4976 -0.156 0.372 -0.170 0.37
H -2.3504 0.3792 0.6458 -0.490 1.221 -1.588 0.23
H -1.4446 3.2416 0.8784 0.289 0.427 0.378 0.43
H -1.5914 1.9764 2.1533 0.220 0.385 0.262 0.34

Entry 7:
14
Properties=species:S:1:pos:R:3:forces:R:3:mulliken_charge:R:1 method="wB97M-V/def2-TZVPD" multiplicity=2 charge=+1 lumo_energy_ev="-4.1 / -4.1" total_energy_ev=-11253.951 relative_energy_ev=7.495 homo_ev="-10.7830 / -11.5138"
Ba 1.0483 0.0863 -2.2736 2.246 -0.519 -1.844 1.64
O -0.5592 1.3808 -1.7828 -0.960 1.974 0.038 -0.83
O 0.1099 0.3476 3.3103 -0.393 -0.744 0.509 -0.76
O 0.8283 0.4508 2.0750 0.089 1.443 -2.889 -0.17
C 0.5445 -0.9343 0.0329 1.586 -2.461 4.640 -1.32
C -1.4983 1.2867 -0.8911 -1.044 -1.754 1.578 0.21
C -1.4797 0.3131 0.0775 -0.609 0.849 -0.913 -1.06
C 0.8379 -0.7051 1.3985 -0.332 0.096 0.508 0.41
Li -1.3838 0.9961 2.4918 0.519 -0.083 -0.140 0.89
H -1.9912 -0.5770 0.4358 -0.177 0.710 -0.030 0.65
H 1.2852 -1.4118 2.1025 -0.702 -0.540 0.387 0.29
H 1.0489 -2.0109 0.6912 0.003 0.797 -2.534 0.17
H -2.3184 2.0158 -0.9611 0.168 -0.061 0.075 0.38
H 0.3341 -1.8213 -0.5901 -0.394 0.291 0.615 0.49

Entry 8:
13
Properties=species:S:1:pos:R:3:forces:R:3:mulliken_charge:R:1 method="wB97M-V/def2-TZVPD" multiplicity=1 charge=0 lumo_energy_ev=-1.0 total_energy_ev=-16203.788 homo_ev=-6.7162
Bi 0.0849 1.0913 0.2688 -1.297 4.980 5.682 1.14
O -1.6504 1.0507 -0.5546 -2.335 -0.183 -2.383 -0.57
O 2.0254 0.8712 -0.0221 3.324 -0.704 -1.489 -0.64
O -0.0465 -0.9529 0.6542 2.423 -0.163 -1.276 -0.29
C -1.9741 -0.3103 -0.6812 -1.017 -2.546 -0.804 -0.18
C 2.0827 -0.3620 -0.5273 0.218 -1.722 -0.296 0.04
C 1.0606 -1.2374 -0.4012 0.582 -1.065 0.177 -0.36
C -1.4745 -1.1570 0.4749 -1.668 -0.425 -0.089 -0.62
H -3.0741 -0.4666 -0.7184 0.585 0.263 0.054 0.34
H 1.1212 -2.2746 -0.7403 -0.272 0.484 0.183 0.32
H -1.6228 -2.2309 0.2381 0.031 0.551 0.161 0.23
H -1.5801 -0.6941 -1.6576 -0.081 0.404 0.072 0.22
H 3.0218 -0.6694 -1.0132 -0.492 0.127 0.008 0.38